1.
Entry from OMol25: 6 unconnected molecules or ions with the total composition C35H30Cl11 in a non-equilibrium geometry (ωB97M-V/def2-TZVPD).

Structure (XYZ):
```
76
Properties=species:S:1:pos:R:3:forces:R:3
C -3.60874 -4.44410 3.73610 -0.573 -0.787 0.520
C -4.14526 -5.84744 4.16364 0.273 0.593 -0.596
C -2.93310 -6.79231 4.23219 -0.930 0.505 0.398
C -2.81356 -7.74005 5.45133 1.197 -0.058 -0.845
C -1.62793 -7.37211 6.35449 -0.889 -0.177 0.130
Cl -4.29084 -7.95379 6.45190 0.018 -0.104 0.062
H -3.21023 -3.94651 4.64271 0.292 0.410 -0.247
H -4.39709 -3.81584 3.31358 0.045 0.155 -0.009
H -2.80405 -4.51816 3.00018 0.015 0.069 -0.114
H -4.58781 -5.66946 5.14819 0.114 -0.348 0.148
H -2.88973 -7.40238 3.32148 0.126 -0.162 0.027
H -2.00899 -6.18190 4.22160 0.192 -0.146 0.103
H -2.57894 -8.72986 5.06510 -0.350 -0.243 0.076
H -1.95362 -6.55792 6.99822 0.297 0.172 0.132
H -0.78501 -7.06625 5.74361 0.091 0.045 -0.035
H -1.34931 -8.23850 6.95455 0.057 0.093 0.248
Cl 0.20250 -4.33365 2.31718 0.006 0.038 0.078
C -0.01983 -2.77847 1.60428 0.059 -0.158 -0.098
C -0.41007 -1.67992 2.35880 -0.054 0.127 0.131
Cl -0.68839 -1.79841 4.05693 0.028 -0.086 -0.009
C -0.58358 -0.44734 1.74396 0.004 0.090 -0.194
C -0.36823 -0.30826 0.38385 0.038 -0.075 -0.136
C 0.02705 -1.40538 -0.37023 0.007 0.020 0.063
C 0.19993 -2.63631 0.23998 0.003 0.163 -0.133
H -0.88911 0.40797 2.33262 0.021 -0.058 0.095
H -0.51035 0.65803 -0.08421 0.024 -0.318 -0.002
H 0.19802 -1.30156 -1.43415 -0.029 -0.035 0.010
H 0.50557 -3.49190 -0.34644 -0.016 -0.068 0.089
Cl -0.69035 2.97344 0.55627 -0.009 0.361 0.470
C -2.17407 3.44389 1.32434 -0.065 -0.208 -0.053
C -2.42100 4.73083 1.78635 -0.014 0.071 0.052
Cl -1.26430 6.00859 1.65091 0.103 -0.047 0.146
C -3.63296 5.02001 2.39787 -0.195 -0.080 0.050
C -4.59530 4.03595 2.54796 0.041 0.000 -0.023
C -4.34908 2.75200 2.08625 -0.019 0.023 0.010
C -3.14121 2.45912 1.47824 -0.144 -0.073 0.001
H -3.82349 6.02010 2.76147 0.103 0.032 -0.038
H -5.53579 4.27065 3.02809 0.013 0.025 0.000
H -5.09580 1.97799 2.20014 0.038 -0.029 -0.004
H -2.94908 1.45660 1.11901 0.086 0.029 -0.028
Cl 0.15716 -1.08048 -4.23647 -0.069 0.004 -0.006
C 0.92290 0.40582 -3.78892 0.073 -0.062 -0.068
C 0.20768 1.45681 -3.23047 -0.049 0.097 0.093
Cl -1.49304 1.34249 -2.93596 -0.021 -0.066 -0.026
C 0.85696 2.63508 -2.89217 0.034 0.125 0.037
C 2.21997 2.76081 -3.10946 0.022 -0.123 -0.013
C 2.93679 1.70693 -3.65995 -0.075 0.105 0.011
C 2.28724 0.53138 -3.99888 -0.113 0.507 -0.275
H 0.29339 3.45558 -2.45220 0.240 -0.599 -0.328
H 2.72367 3.68174 -2.84374 -0.032 0.005 0.017
H 4.00285 1.79818 -3.82417 -0.007 -0.050 -0.015
H 2.84015 -0.28182 -4.43185 -0.129 -0.004 -0.162
Cl 5.41630 -0.83602 -4.83577 -0.073 0.014 -0.023
C 5.96464 -1.73063 -3.46104 0.129 -0.013 -0.035
C 5.12128 -2.04757 -2.40578 -0.192 -0.115 0.255
Cl 3.45275 -1.58760 -2.37505 0.388 -0.355 0.220
C 5.61596 -2.76316 -1.32314 0.167 -0.089 0.091
C 6.94125 -3.16158 -1.29406 0.007 0.025 -0.043
C 7.78157 -2.84761 -2.35242 -0.038 0.000 0.024
C 7.29235 -2.13333 -3.43235 0.143 -0.077 0.074
H 4.96047 -3.00930 -0.49935 -0.090 0.051 -0.055
H 7.31776 -3.71724 -0.44589 -0.033 -0.001 0.007
H 8.81745 -3.15882 -2.33663 0.000 0.015 -0.026
H 7.94599 -1.88712 -4.25761 -0.082 0.050 -0.048
Cl -3.15097 5.76705 -3.10085 0.031 -0.057 0.060
C -1.66996 6.59334 -3.42929 -0.142 0.041 -0.107
C -0.52124 6.34414 -2.69133 0.164 -0.051 0.094
Cl -0.50410 5.18468 -1.41162 -0.292 0.799 -0.165
C 0.64843 7.03375 -2.98014 0.071 0.128 -0.133
C 0.67251 7.96670 -4.00306 -0.054 -0.002 -0.023
C -0.47556 8.21194 -4.74371 0.041 -0.023 0.046
C -1.64380 7.52633 -4.45600 0.106 0.128 -0.091
H 1.54264 6.84069 -2.40341 -0.059 -0.071 0.064
H 1.58650 8.50212 -4.22264 0.010 -0.018 0.015
H -0.46079 8.93785 -5.54560 -0.026 -0.006 -0.002
H -2.53857 7.71760 -5.03178 -0.052 -0.074 0.060
```
Forces are in eV/Å.

Summary:
LUMO energy: 0.060 hartree
2S+1: 1
DFT total energy: -6413.75178 hartree
Total charge: -1
HOMO energy: -0.59 eV

2.
Entry from OMol25: 2 unconnected molecules or ions with the total composition C9H17F2NOS in a non-equilibrium geometry (ωB97M-V/def2-TZVPD).

Structure (XYZ):
```
31
Properties=species:S:1:pos:R:3:forces:R:3
C -0.88034 -1.84384 -0.59116 -0.533 -0.637 3.085
C -0.75559 -0.97463 0.64934 2.519 -0.160 -0.932
C -1.29250 -1.42089 1.93897 -1.548 -0.594 2.407
S 0.69694 -0.15070 0.75494 -1.212 1.934 0.363
O 0.89644 0.54212 2.02285 0.237 -0.550 -0.086
N 1.30134 0.52067 -0.50506 -2.464 -1.609 0.110
C 2.60737 1.05574 -0.36566 -0.511 0.249 -0.044
C 3.54680 -0.03925 -0.31259 2.920 -1.160 1.552
C 3.57466 -0.99386 -1.44655 2.091 1.531 0.983
F 3.35068 -0.79512 0.89981 0.048 0.865 -1.420
F 4.83065 0.56337 -0.11597 -1.306 -0.974 -0.436
H -1.80251 -1.55650 -1.06916 -0.181 -0.570 -0.627
H -0.76213 -2.88359 -0.17919 -0.971 0.595 -0.858
H 0.00345 -1.69318 -1.10320 1.320 0.500 -2.029
H -1.22503 -2.52643 2.07780 0.101 0.551 -0.452
H -0.69349 -1.01245 2.81798 -1.250 -0.111 -1.124
H -2.45175 -1.24166 2.04175 2.213 0.156 -0.143
H 2.85201 1.61350 -1.27538 -0.120 0.440 0.512
H 2.72577 1.52849 0.58505 0.197 1.312 0.351
H 3.96501 -0.52546 -2.31075 0.257 0.562 -0.967
H 4.22626 -1.74536 -1.15278 1.475 -1.538 0.359
H 2.68465 -1.43445 -1.61928 -3.147 -1.075 -0.590
C -3.44251 1.42651 -1.41121 -2.281 0.171 -0.793
C -3.68847 1.87724 -0.18215 0.954 -0.786 -1.308
C -2.54054 1.80113 0.76969 1.762 -1.764 -1.272
H -4.15387 1.39523 -2.29176 0.761 0.250 1.376
H -2.50908 0.97637 -1.56503 1.341 -0.531 -0.537
H -4.63962 2.28911 0.03509 -0.672 0.467 0.566
H -1.97708 0.78076 0.71126 -1.445 1.577 0.180
H -2.70816 2.02238 1.77228 -0.568 0.359 1.720
H -1.73938 2.44476 0.42008 0.012 0.539 0.056
```
Forces are in eV/Å.

Summary:
LUMO energy: -0.025 hartree
2S+1: 1
DFT total energy: -1080.85345 hartree
SMILES string: CC(C)=S(=O)=NCC(C)(F)F.C=CC
Total charge: 0
HOMO energy: -8.59 eV

3.
Entry from OMol25: a molecular structure, C4H5N2 in a non-equilibrium geometry (ωB97M-V/def2-TZVPD).

Structure (XYZ):
```
11
Properties=species:S:1:pos:R:3:forces:R:3
C 1.89462 1.87116 0.49631 -1.682 -0.892 -2.092
C 0.60241 1.29303 0.62660 2.487 0.071 -1.260
C -1.38020 -0.45839 -0.88639 -0.475 2.035 -0.207
C -0.98964 -1.80672 -0.84704 1.611 -0.109 2.791
N 1.25004 2.06469 1.55707 -0.789 0.819 2.759
N -0.39321 0.57697 0.36273 -3.485 -1.785 2.221
H 2.73039 2.20713 -0.07171 0.761 0.084 -0.004
H -1.89884 -2.40997 -0.44692 1.351 0.698 -1.013
H -0.61942 -2.02584 -1.85625 -0.542 -0.358 -0.293
H -0.08690 -1.81484 -0.15510 -1.059 -1.012 -0.655
H -1.10926 0.50279 1.22070 1.821 0.450 -2.249
```
Forces are in eV/Å.

Summary:
LUMO energy: -0.223 hartree
2S+1: 1
DFT total energy: -264.37813 hartree
Total charge: +1
HOMO energy: -14.77 eV

4.
Entry from OMol25: a molecular structure, C33H47BNO7Si2 in a non-equilibrium geometry (ωB97M-V/def2-TZVPD).

Structure (XYZ):
```
91
Properties=species:S:1:pos:R:3:forces:R:3
C -2.36675 4.31880 5.36688 -0.099 0.174 -0.120
C -2.63575 4.13056 4.21123 0.167 -0.721 -0.308
C -2.85361 3.63183 2.86168 -0.368 0.039 0.279
C -3.92591 2.74864 2.61939 0.468 0.314 -0.663
C -4.07137 2.25083 1.33041 -0.172 -0.251 -0.382
C -3.20897 2.62505 0.28486 0.046 -0.059 -0.007
C -2.16374 3.50966 0.51959 -0.685 -0.132 0.896
C -1.97842 3.99770 1.83029 0.339 0.452 -0.777
B -0.70053 4.93266 2.05287 0.252 -0.089 0.697
O -0.73668 6.31927 1.85806 0.002 -0.930 0.060
O 0.47589 4.30115 2.41425 -0.513 0.913 -0.915
C -3.41676 2.01447 -1.08403 -0.159 -0.494 0.985
O -3.33188 2.66545 -2.08973 0.200 0.361 -0.479
C -3.75247 0.54179 -1.03425 -0.026 0.121 0.197
C -4.62487 0.17093 0.00560 -0.253 0.355 0.220
C -5.01378 -1.14919 0.18361 0.606 -0.564 -0.885
C -4.46441 -2.10859 -0.68091 -0.033 1.082 0.080
C -3.57401 -1.74705 -1.70531 -0.179 -0.279 -0.427
C -2.98609 -2.89093 -2.53648 0.206 -0.123 1.364
C -2.36999 -3.92882 -1.55353 0.527 0.180 -0.968
C -1.26777 -3.26454 -0.71401 -0.251 -0.428 0.497
C -0.70235 -4.20800 0.38340 -0.228 1.067 -0.536
C 0.77229 -3.93160 0.69937 -0.228 -1.133 0.289
O 0.87066 -3.12367 1.88060 0.005 0.204 -0.588
C 1.92928 -3.48224 2.67109 1.777 0.253 0.544
C 3.20886 -2.65621 2.60138 0.048 -1.054 -0.407
O 1.87869 -4.43657 3.39152 -0.738 -0.593 0.130
C -3.20764 -0.39963 -1.91874 -0.546 -0.034 0.205
C -2.23102 0.01907 -3.00584 -0.051 -0.042 -0.070
C -2.56253 -0.50477 -4.43057 0.245 -0.132 -0.060
C -1.38551 -1.16707 -5.18236 0.004 0.506 -0.074
C -0.03763 -0.43980 -5.04277 -0.052 -1.033 -0.195
O 0.92076 -1.15938 -5.83636 -0.149 0.387 -0.310
C -5.13103 1.23803 0.96009 1.064 -0.201 -0.294
O -6.24926 1.23756 1.39640 -0.427 -0.049 0.430
H -2.12844 4.48608 6.39089 -0.020 0.078 -0.080
H -4.60595 2.43480 3.40111 0.054 0.111 0.005
H -1.49923 3.79734 -0.28767 -0.047 -0.051 -0.012
H -0.67041 6.44019 0.90452 -0.110 0.490 -0.037
H 0.62330 3.62290 1.73840 0.278 -0.701 0.621
H -5.67338 -1.48705 0.97225 -0.068 0.376 0.039
H -4.72769 -3.14609 -0.52220 0.058 -0.013 -0.128
H -3.74523 -3.34479 -3.18023 0.070 0.051 0.023
H -2.14918 -2.55708 -3.14637 -0.253 0.111 -0.055
H -1.87270 -4.68037 -2.18717 -0.143 -0.058 0.232
H -3.11396 -4.47495 -0.97019 0.017 0.241 0.143
H -0.48967 -2.92858 -1.41036 0.053 -0.102 0.140
H -1.63127 -2.37168 -0.19437 -0.044 0.010 -0.282
H -0.90946 -5.24190 0.09370 0.378 -0.026 0.089
H -1.26493 -3.98867 1.29642 0.093 -0.356 -0.028
H 1.25941 -4.89393 0.90872 0.003 0.170 -0.018
H 1.29961 -3.47838 -0.14868 -0.093 0.222 0.205
H 4.04118 -3.34316 2.76824 -0.117 -0.133 0.072
H 3.36201 -2.18343 1.62930 -0.174 0.390 0.340
H 3.23029 -1.91075 3.39853 0.313 -0.650 -0.630
H -1.23200 -0.28237 -2.66668 -0.128 -0.218 -0.171
H -2.18768 1.10599 -3.07422 -0.032 -0.217 0.224
H -2.90891 0.32288 -5.06002 0.038 0.064 0.270
H -3.41223 -1.19247 -4.38076 0.158 0.021 -0.094
H -1.22219 -2.21930 -4.92756 -0.101 0.117 0.167
H -1.62696 -1.14963 -6.25226 0.055 -0.148 0.112
H 0.34144 -0.45926 -4.01748 -0.319 0.430 0.000
H -0.12133 0.58041 -5.42645 0.165 -0.005 0.179
H 1.50604 -1.62976 -5.24507 0.159 -0.055 0.095
C 1.97954 -0.26867 3.45540 -0.909 0.667 0.075
Si 2.73600 0.79254 2.08273 1.390 -0.933 -0.370
C 3.27297 2.41710 2.89129 -0.563 0.134 0.140
C 1.32623 1.18685 0.86910 -0.397 0.452 0.348
N 4.01119 -0.06360 1.37890 -0.257 1.068 -0.575
Si 4.96098 0.51451 0.10540 -0.627 -0.795 1.254
C 5.92553 2.08672 0.53063 0.233 0.094 -0.488
C 3.98047 0.84938 -1.48187 0.362 0.202 -0.338
C 6.25137 -0.80036 -0.33492 0.087 0.272 -0.305
H 1.14525 0.25450 3.93815 0.026 0.032 0.047
H 1.59987 -1.20901 3.04744 -0.279 0.715 0.210
H 2.72697 -0.49504 4.21868 -0.116 0.194 0.098
H 2.47086 2.82140 3.52006 0.070 0.070 0.014
H 3.51328 3.17952 2.14699 0.083 0.007 0.000
H 4.14774 2.25873 3.52396 0.051 -0.056 -0.072
H 1.04218 0.29750 0.30457 0.016 -0.017 -0.036
H 1.61094 1.97381 0.16352 0.081 -0.066 -0.088
H 0.43426 1.53912 1.41135 -0.058 -0.111 -0.053
H 5.27221 2.95977 0.58605 -0.025 0.008 0.072
H 6.68394 2.29667 -0.23466 0.011 0.054 0.051
H 6.43704 1.97339 1.48805 -0.055 -0.021 0.037
H 3.33456 0.00142 -1.71909 -0.041 -0.019 0.055
H 4.65746 1.00677 -2.33143 -0.068 -0.002 -0.027
H 3.36262 1.74594 -1.39414 -0.067 -0.024 0.029
H 5.76236 -1.72802 -0.64151 -0.008 -0.024 0.041
H 6.89033 -1.01160 0.52488 -0.032 -0.022 0.026
H 6.88773 -0.46176 -1.16158 0.044 -0.094 0.022
```
Forces are in eV/Å.

Summary:
LUMO energy: 0.040 hartree
2S+1: 1
DFT total energy: -2471.08745 hartree
Total charge: -1
HOMO energy: -4.05 eV

5.
Entry from OMol25: a single C4H10S molecule in a non-equilibrium geometry (ωB97M-V/def2-TZVPD).

Structure (XYZ):
```
15
Properties=species:S:1:pos:R:3:forces:R:3
C 1.46678 -0.91853 1.27626 -0.855 2.489 0.880
S 0.74642 0.58783 0.46774 0.551 -1.546 0.319
C -0.63068 -0.26042 -0.34330 -2.149 1.836 0.964
C -1.89427 0.63443 -0.06591 1.304 -0.645 0.914
C -0.39832 -0.40860 -1.78058 -0.317 -0.897 -2.944
H 1.54143 -1.79340 0.73210 -0.052 -1.501 -1.665
H 2.42755 -0.61188 1.56226 1.534 0.282 0.414
H 0.93174 -1.10935 2.18562 -0.464 -0.163 0.426
H -0.77635 -1.22915 0.10759 0.056 -0.280 0.297
H -2.07244 0.64932 1.03451 -0.196 -0.016 -0.863
H -2.74537 0.28438 -0.63570 -0.270 0.031 0.010
H -1.60306 1.63980 -0.35734 -0.348 0.245 -0.150
H 0.40282 -1.10649 -1.88680 0.891 -0.494 -0.340
H -1.22672 -0.89732 -2.40073 0.598 0.753 1.147
H -0.08343 0.48745 -2.34421 -0.283 -0.094 0.590
```
Forces are in eV/Å.

Summary:
LUMO energy: 0.038 hartree
2S+1: 1
DFT total energy: -556.56619 hartree
SMILES string: CSC(C)C
Total charge: 0
HOMO energy: -8.53 eV

6.
Entry from OMol25: a single C8H8N2O4 molecule in a non-equilibrium geometry (ωB97M-V/def2-TZVPD).

Structure (XYZ):
```
22
Properties=species:S:1:pos:R:3:forces:R:3
C 0.88293 -2.61168 -0.21816 -0.650 0.172 0.232
C -0.46968 -2.32644 -0.16462 0.790 -0.192 -0.357
C 1.75182 -1.71651 0.38989 0.167 0.614 0.322
C -0.91044 -1.07642 0.24701 -1.046 -0.449 0.260
C 1.26297 -0.51833 0.87544 -0.383 -1.347 -1.082
C -2.63462 -1.01259 0.51375 1.405 0.429 -0.310
C -0.48282 1.86491 -0.56683 0.099 -0.187 0.129
C -0.48816 1.21463 0.81300 -0.659 1.446 0.198
N -0.03867 -0.16381 0.69422 0.858 -0.655 0.459
N 2.19680 0.32986 1.58486 0.276 0.764 0.127
O -2.95476 -0.04247 1.15084 -0.703 0.912 0.685
O 3.34530 0.29424 1.20079 0.125 0.002 0.051
O -3.12579 -2.00556 0.06151 -0.607 -1.133 -0.525
O 1.77706 0.99787 2.50452 0.142 -0.168 0.218
H 1.25263 -3.52272 -0.66022 0.054 -0.136 0.039
H -1.22447 -3.03159 -0.48079 -0.077 0.088 -0.027
H 2.80265 -1.93069 0.51412 -0.010 0.054 -0.009
H 0.51996 1.87442 -0.99251 0.077 0.047 -0.089
H -0.83128 2.88913 -0.47830 -0.031 0.099 0.003
H -1.14799 1.33104 -1.24134 -0.068 -0.014 -0.069
H -1.51470 1.17804 1.19674 0.386 -0.085 -0.054
H 0.13955 1.76688 1.50991 -0.144 -0.262 -0.201
```
Forces are in eV/Å.

Summary:
LUMO energy: -0.070 hartree
2S+1: 1
DFT total energy: -719.97976 hartree
Total charge: 0
HOMO energy: -9.43 eV

Question: Which formula does entry 1 have?
Answer: C35H30Cl11

Question: Look up the HOMO energy of the fourth one.
Answer: -4.05 eV

Question: Among the records above, which one has the highest DFT total energy?
Answer: C4H5N2